Record 1
Below is a structure of composition C30H55N4OP2ReS, with properties calculated with ωB97M-V with the def2-TZVPD basis set.

```
94
Properties=species:S:1:pos:R:3:forces:R:3:lowdin_spin:R:1
C -0.752 -2.493 -1.206 0.0 0.3 0.1 0.0328
C 1.550 -2.316 -0.730 -0.2 -0.3 0.2 0.0180
C -0.527 -3.614 -2.005 0.0 0.0 0.1 0.1401
C 1.784 -3.561 -1.374 0.7 0.7 0.1 0.1422
C 0.746 -4.193 -2.026 -0.5 -0.2 0.0 0.0071
H -1.369 -4.011 -2.567 0.3 -0.1 0.0 0.0058
H 2.808 -3.932 -1.378 -0.3 0.0 -0.2 0.0047
H 0.906 -5.120 -2.575 0.0 0.2 0.1 -0.0023
N 0.245 -1.956 -0.495 -0.1 1.6 0.0 0.0873
P -2.337 -0.800 0.389 -1.8 -0.5 -1.2 0.0057
P 2.385 0.227 0.336 2.6 -0.1 -0.6 0.0557
C -2.080 -1.765 -1.193 0.1 -0.2 -0.1 -0.0002
H -2.114 -1.075 -2.055 0.2 -0.3 0.3 0.0005
H -2.885 -2.491 -1.346 0.1 0.3 0.0 -0.0009
C 0.047 1.717 1.396 -0.2 5.8 3.2 0.0465
O 0.116 2.781 1.921 -0.2 -4.1 -2.2 0.0983
C 2.551 -1.386 -0.403 1.3 -2.0 1.1 0.4187
H 3.576 -1.746 -0.553 -0.3 0.1 -0.1 0.0115
C 3.458 1.062 -1.118 -0.4 0.4 0.0 0.0390
C 3.484 0.569 1.897 -0.1 -0.3 0.4 0.0373
C -3.609 0.599 -0.034 0.2 -0.1 0.0 -0.0002
C -3.224 -2.180 1.384 0.2 0.0 0.5 0.0105
C 2.943 2.493 -1.219 0.0 0.3 -0.2 0.0072
H 3.128 3.088 -0.317 -0.1 -0.1 -0.3 0.0001
H 3.440 2.998 -2.062 -0.2 -0.1 0.2 0.0028
H 1.863 2.486 -1.410 0.3 0.2 0.1 0.0011
C 4.985 1.042 -0.951 0.3 -0.1 0.2 0.0036
H 5.365 1.550 -0.060 -0.1 -0.2 -0.4 0.0000
H 5.386 0.019 -0.977 -0.1 0.3 0.0 0.0001
H 5.415 1.572 -1.818 -0.3 -0.2 0.2 0.0017
C 3.207 0.321 -2.436 -0.2 -0.1 -0.2 0.0239
H 3.660 0.894 -3.262 -0.1 -0.2 0.3 0.0022
H 3.662 -0.679 -2.448 -0.1 0.3 -0.1 0.0045
H 2.135 0.216 -2.642 0.3 -0.1 -0.2 0.0056
C 3.835 2.067 1.968 0.0 0.2 -0.3 0.0041
H 2.920 2.673 2.029 0.2 -0.1 0.1 0.0001
H 4.417 2.252 2.884 -0.2 -0.2 -0.2 0.0017
H 4.429 2.439 1.132 -0.2 -0.1 0.3 0.0001
C 2.757 0.273 3.211 -0.3 -0.3 0.1 0.0040
H 1.877 0.913 3.350 0.1 -0.1 0.0 0.0004
H 2.450 -0.776 3.284 0.2 0.3 0.0 0.0017
H 3.443 0.478 4.048 -0.2 0.0 -0.4 0.0009
C 4.694 -0.366 1.872 0.4 -0.1 -0.1 0.0060
H 5.395 -0.175 1.059 -0.2 -0.1 0.2 0.0000
H 5.252 -0.245 2.813 -0.2 0.0 -0.3 0.0012
H 4.371 -1.413 1.803 0.1 0.2 0.1 0.0030
C -3.553 -1.596 2.760 -0.1 -0.1 0.3 0.0023
H -4.048 -2.376 3.357 0.1 0.3 -0.1 0.0008
H -2.641 -1.292 3.289 -0.3 -0.1 -0.1 0.0009
H -4.228 -0.734 2.709 0.2 -0.2 0.1 0.0001
C -2.277 -3.377 1.557 0.5 0.1 0.1 0.0040
H -2.093 -3.902 0.611 -0.1 0.1 0.2 0.0006
H -1.316 -3.071 1.997 -0.5 -0.4 -0.3 0.0017
H -2.747 -4.089 2.255 0.1 0.2 -0.3 0.0006
C -4.503 -2.749 0.731 -0.3 0.2 0.0 0.0019
H -4.709 -3.727 1.194 0.2 0.3 -0.1 0.0003
H -5.391 -2.134 0.913 0.3 -0.2 -0.1 0.0000
H -4.409 -2.924 -0.347 -0.1 0.0 0.3 0.0000
C -3.451 0.949 -1.517 0.1 0.1 -0.1 -0.0006
H -3.838 0.159 -2.176 0.1 0.2 0.2 0.0000
H -4.026 1.865 -1.734 0.2 -0.3 0.1 -0.0001
H -2.398 1.138 -1.762 -0.4 0.0 0.1 -0.0001
C -3.264 1.838 0.810 0.1 0.0 0.1 0.0017
H -2.275 2.248 0.563 -0.3 -0.1 0.0 0.0008
H -4.009 2.621 0.600 0.2 -0.2 0.1 0.0001
H -3.288 1.619 1.887 0.0 0.1 -0.2 0.0001
C -5.076 0.238 0.221 -0.2 0.0 -0.1 -0.0002
H -5.416 -0.591 -0.411 0.1 0.3 0.2 0.0000
H -5.283 0.020 1.276 0.0 0.1 -0.4 0.0000
H -5.688 1.114 -0.050 0.2 -0.2 0.1 0.0001
Re 0.020 -0.001 0.615 -0.6 -3.6 2.6 1.3833
N -0.050 0.673 -1.150 0.7 1.6 -5.3 -0.0031
C 0.157 1.072 -2.242 -2.1 1.5 1.9 0.1694
C -0.075 2.111 -3.359 0.7 -0.2 -0.9 0.0146
C 1.054 1.990 -4.379 0.6 -0.2 -0.3 0.0041
C -1.400 1.842 -4.069 -0.8 -0.5 0.0 0.0064
C -0.101 3.521 -2.764 0.0 0.3 1.0 0.0070
H 2.024 2.234 -3.926 -0.3 -0.1 -0.2 0.0000
H 1.088 0.968 -4.782 0.1 0.3 0.0 0.0000
H 0.902 2.680 -5.222 -0.1 -0.2 0.4 0.0002
H -2.258 2.167 -3.468 0.3 -0.1 -0.2 -0.0001
H -1.445 2.407 -5.013 0.3 -0.2 0.4 0.0009
H -1.511 0.775 -4.306 -0.1 0.2 -0.1 0.0002
H -0.447 4.249 -3.516 0.1 -0.5 0.1 0.0014
H -0.792 3.576 -1.906 0.2 0.1 -0.3 0.0000
H 0.891 3.843 -2.429 -0.3 0.0 -0.1 0.0000
N -0.479 -1.417 5.304 0.2 0.3 -0.9 0.0198
C -0.407 -0.626 4.223 0.0 0.6 0.9 0.0302
N -0.647 0.680 4.401 0.0 -0.5 -0.2 0.0082
S 0.053 -1.366 2.708 0.1 0.6 0.0 0.1075
H -0.664 -1.040 6.231 0.0 -0.2 -0.3 0.0004
H -0.283 -2.407 5.225 0.0 0.2 0.1 0.0000
H -0.667 1.348 3.639 0.0 -0.4 0.3 0.0002
H -0.828 1.037 5.335 0.0 0.0 -0.3 0.0003
```
Forces are in eV/Å.

Total charge: +3
Lowest unoccupied orbital energy (spin up / spin down): -8.4 / -11.6 eV
Gap between HOMO and LUMO (spin up / spin down): 8.0 / 5.7 eV
HOMO level (spin up / spin down): -16.31 / -17.28 eV
Energy relative to the best compared isomer or geometry (same formula, charge and spin): 0.0 kcal per mole
Multiplicity: 4
<S²>: 3.81

***

Record 2
Below is a cluster of 2 separate species, C8H22BO5P in total, with properties calculated with ωB97M-V with the def2-TZVPD basis set.

```
37
Properties=species:S:1:pos:R:3:forces:R:3:nbo_charge:R:1
C -3.556 1.746 1.676 0.1 0.0 -0.2 -0.6357
C -2.436 1.760 2.695 -0.1 0.4 0.5 -0.0663
O -1.358 0.882 2.394 -0.2 0.0 -1.1 -0.8113
P -0.140 1.294 1.372 1.6 -3.9 5.7 2.4340
O 0.250 2.638 1.863 -1.1 1.5 -3.0 -1.0057
O 1.159 0.445 1.858 0.3 0.0 -0.1 -0.8134
C 2.312 1.074 2.412 0.1 0.1 0.2 -0.0576
C 2.179 1.289 3.905 -0.1 -0.2 0.2 -0.6334
O -0.382 -0.003 0.424 -0.4 1.8 -2.3 -0.7308
C -1.548 -0.269 -0.351 -0.4 -0.1 -0.1 -0.0729
C -1.888 0.836 -1.342 0.2 -0.1 -0.1 -0.6389
H -3.205 2.074 0.695 0.0 0.0 0.0 0.1986
H -4.344 2.438 1.975 0.0 0.0 0.1 0.2220
H -3.996 0.755 1.572 0.0 0.0 0.0 0.2077
H -2.059 2.778 2.825 0.1 0.0 0.0 0.1925
H -2.826 1.428 3.659 0.1 0.0 0.0 0.1842
H 2.527 2.008 1.896 -0.1 0.1 0.0 0.1860
H 3.146 0.399 2.207 -0.1 -0.1 0.0 0.1773
H 1.212 1.718 4.166 0.0 0.2 -0.1 0.2199
H 2.961 1.953 4.274 0.0 0.0 0.0 0.2104
H 2.255 0.338 4.435 0.0 0.0 0.0 0.2049
H -2.373 -0.516 0.321 0.0 0.3 0.1 0.1855
H -1.329 -1.182 -0.904 0.1 0.0 0.1 0.1960
H -1.652 1.826 -0.943 -0.2 0.0 0.1 0.2037
H -2.940 0.803 -1.623 0.0 0.0 0.1 0.2256
H -1.302 0.722 -2.253 0.1 0.0 0.0 0.2183
B 0.913 -2.709 -5.012 0.0 0.2 0.1 0.4662
C 2.249 -3.028 -4.276 0.0 0.0 0.1 -0.4445
O 2.082 -3.467 -2.931 0.0 0.0 -0.2 -0.5393
C 1.934 -2.402 -2.024 -0.2 0.0 0.5 -0.2493
H 0.886 -1.835 -5.825 -0.1 -0.2 -0.2 -0.0928
H -0.055 -3.338 -4.730 -0.1 0.1 0.0 -0.0858
H 2.687 -3.879 -4.818 0.0 0.0 -0.2 0.2336
H 2.989 -2.225 -4.350 0.1 0.0 0.1 0.1893
H 1.293 -2.741 -1.212 0.0 -0.1 0.1 0.1919
H 1.466 -1.511 -2.451 0.0 0.0 -0.2 0.1569
H 2.887 -2.101 -1.582 0.1 0.0 -0.1 0.1733
```
Forces are in eV/Å.

Total charge: 0
Lowest unoccupied orbital energy: 0.0 eV
Gap between HOMO and LUMO: 9.5 eV
HOMO level: -9.54 eV
SMILES string: CCOP(=O)(OCC)OCC.BCOC
Energy relative to the best compared isomer or geometry (same formula, charge and spin): 14.7 kcal per mole

***

Record 3
Below is a structure of composition C16H32LiO8P, with properties calculated with ωB97M-V with the def2-TZVPD basis set.

```
58
Properties=species:S:1:pos:R:3:forces:R:3:nbo_charge:R:1
Li 0.280 1.149 0.723 -0.2 -0.7 0.7 0.8631
P -0.483 1.238 2.973 -0.6 -1.4 4.9 2.4774
O -1.270 2.561 3.149 -0.5 -0.2 -1.3 -1.2976
O -0.469 0.487 4.368 0.5 0.8 -0.9 -1.3172
O 0.908 1.550 2.412 2.9 1.6 -1.1 -1.3786
O -0.860 0.136 1.963 -2.0 -0.2 -2.7 -1.3432
C 2.165 -2.591 3.026 1.9 0.0 1.1 -0.4367
C 1.897 -3.830 3.910 1.9 0.2 0.2 -0.4353
C 0.444 -3.624 4.057 -1.0 0.6 0.5 -0.0866
O -0.032 -3.100 2.837 -1.8 -1.6 0.0 -0.5038
C 1.011 -2.615 2.098 1.1 1.8 -0.6 -0.0946
H 3.152 -2.471 2.580 0.2 -0.8 -0.5 0.1832
H 2.182 -1.692 3.642 -0.8 0.0 0.3 0.2469
H 2.427 -3.789 4.861 -0.1 0.3 0.3 0.1929
H 2.234 -4.788 3.516 -0.3 -0.1 -0.7 0.1691
H 0.331 -2.798 4.760 -0.4 -0.2 0.6 0.2068
H -0.148 -4.492 4.348 -0.1 -0.1 0.0 0.1551
H 0.810 -1.569 1.863 -0.6 0.0 -0.7 0.2746
H 1.271 -3.239 1.243 -0.3 -0.2 -0.5 0.1144
C -0.996 4.738 -0.599 -0.9 0.1 -1.4 -0.4281
C -1.500 4.031 -1.881 1.1 -0.4 -0.6 -0.4206
C -0.490 2.837 -1.961 -0.7 1.4 0.9 -0.0585
O -0.254 2.550 -0.604 0.0 -0.5 0.8 -0.5870
C -0.780 3.582 0.311 0.1 -0.2 -0.2 -0.0961
H -1.782 5.436 -0.308 0.3 0.1 0.5 0.2088
H -0.051 5.242 -0.797 0.0 0.3 -0.1 0.1848
H -1.470 4.662 -2.770 0.1 0.1 -0.1 0.1844
H -2.526 3.673 -1.790 0.0 -0.1 0.3 0.1999
H 0.460 3.181 -2.368 0.1 0.1 -0.5 0.1461
H -0.817 1.945 -2.497 -0.2 0.0 0.0 0.1718
H -0.030 3.757 1.082 -0.3 -0.4 0.2 0.2606
H -1.714 3.241 0.758 0.3 -0.3 0.3 0.2375
C -3.328 -0.006 -2.368 -0.6 -0.3 0.0 -0.4348
C -3.616 -1.352 -3.104 -1.5 1.7 -1.3 -0.4331
C -2.894 -2.443 -2.385 0.7 0.9 0.7 -0.0707
O -1.959 -1.761 -1.534 0.4 -0.3 -0.9 -0.5179
C -2.486 -0.463 -1.224 0.5 -0.1 1.4 -0.0906
H -4.197 0.520 -1.971 -0.4 -0.4 -0.1 0.2100
H -2.815 0.785 -2.916 0.2 -0.5 -0.6 0.1932
H -3.365 -1.248 -4.160 0.4 -0.2 -0.1 0.1919
H -4.690 -1.539 -3.119 -0.2 0.0 0.1 0.1947
H -2.365 -3.088 -3.087 0.2 -0.2 0.3 0.1716
H -3.615 -3.020 -1.806 0.1 -0.3 0.3 0.1577
H -1.730 0.302 -1.047 0.6 -0.7 0.3 0.2139
H -2.991 -0.566 -0.264 -0.3 0.2 0.0 0.2112
C 2.851 -0.764 -2.051 2.2 0.4 -1.2 -0.4227
C 3.827 -0.103 -1.003 -1.1 0.0 -1.4 -0.4266
C 2.834 0.279 0.101 1.4 -1.2 -0.4 -0.0708
O 1.532 0.254 -0.555 0.2 1.0 0.0 -0.5608
C 1.591 0.088 -2.048 0.8 -1.5 3.5 -0.0816
H 2.737 -1.827 -1.835 -0.8 0.2 0.7 0.2135
H 3.340 -0.857 -3.021 0.1 0.5 -0.4 0.1823
H 4.246 0.828 -1.383 -0.2 0.2 -0.5 0.1773
H 4.734 -0.677 -0.816 -0.4 -0.5 0.6 0.2025
H 3.263 1.169 0.562 -1.4 0.8 -0.2 0.2009
H 2.906 -0.425 0.930 -0.9 -0.3 -0.1 0.2038
H 1.561 1.061 -2.537 0.4 -0.2 -0.1 0.1783
H 0.729 -0.543 -2.264 -0.2 0.4 -0.2 0.2132
```
Forces are in eV/Å.

Total charge: -2
Lowest unoccupied orbital energy: 4.2 eV
Gap between HOMO and LUMO: 2.5 eV
HOMO level: 1.79 eV
Energy relative to the best compared isomer or geometry (same formula, charge and spin): 61.9 kcal per mole

***

Record 4
Below is a cluster of 8 separate species, H16O8 in total, with properties calculated with ωB97M-V with the def2-TZVPD basis set.

```
24
Properties=species:S:1:pos:R:3:forces:R:3:nbo_charge:R:1
O -2.059 -2.177 -0.239 -1.8 1.3 -0.2 -0.9921
H -1.446 -2.892 -0.293 0.8 -1.2 -0.2 0.4934
H -2.850 -2.346 -0.793 0.9 0.0 0.7 0.4866
O -1.290 2.788 1.443 -0.5 0.4 -0.1 -0.9673
H -0.342 2.834 1.533 0.5 0.3 0.2 0.4744
H -1.447 1.849 1.388 -0.2 -0.5 0.0 0.4787
O -0.698 0.044 1.024 0.7 0.5 0.3 -0.9740
H -1.104 -0.751 0.691 -0.6 -0.9 -0.3 0.5045
H 0.251 -0.070 0.885 -0.3 0.2 0.2 0.4722
O 2.057 0.782 0.317 1.5 -1.4 0.8 -0.9794
H 2.798 0.153 0.606 -1.3 1.6 -0.8 0.5078
H 2.435 1.491 -0.220 0.2 -0.2 -0.1 0.5079
O -1.879 0.658 -1.517 -0.7 2.0 -0.9 -0.9589
H -1.384 0.735 -0.713 0.4 -0.2 0.8 0.4851
H -1.858 -0.231 -1.792 0.2 -1.7 -0.1 0.4613
O 1.540 3.113 1.880 0.1 0.3 -0.1 -0.9411
H 1.930 2.306 1.567 -0.2 -0.9 -0.6 0.4687
H 2.143 3.299 2.590 0.1 0.7 0.8 0.4722
O 0.151 -3.566 -1.010 0.7 1.0 1.0 -0.9784
H -0.470 -3.717 -1.718 0.0 0.2 -0.6 0.4670
H 0.436 -2.597 -1.018 -0.6 -1.6 -0.7 0.5106
O 0.942 -0.981 -1.507 0.3 0.5 -0.3 -0.9748
H 1.253 -0.351 -0.847 0.1 0.0 0.5 0.4851
H 0.890 -0.376 -2.257 -0.4 -0.5 -0.4 0.4905
```
Forces are in eV/Å.

Total charge: 0
Lowest unoccupied orbital energy: -0.5 eV
Gap between HOMO and LUMO: 9.6 eV
HOMO level: -10.04 eV
SMILES string: O.O.O.O.O.O.O.O
Energy relative to the best compared isomer or geometry (same formula, charge and spin): 49.7 kcal per mole